ORCA calculation (ωB97M-V with the def2-TZVPD basis set) on a 10-piece molecular cluster, C33H58O13 overall in a non-equilibrium geometry.

Structure (XYZ):
```
104
Properties=species:S:1:pos:R:3:forces:R:3:lowdin_charge:R:1
O 1.528 7.192 -0.376 1.7699 -2.2473 1.3631 0.0370
C 2.029 6.080 0.005 -3.8423 0.7118 -2.4744 -0.3513
C 1.336 4.817 -0.216 5.5930 -2.0900 3.6867 0.0780
C 1.862 3.531 0.315 -4.0098 4.3963 -3.5134 -0.1984
O 1.162 2.480 0.045 -0.9905 -2.2784 -0.4441 0.0641
C 3.145 3.434 1.064 -0.2385 -3.4964 1.6895 -0.2929
O 3.357 2.312 1.678 0.0030 4.5436 -2.2491 0.0430
C 3.913 4.649 1.036 -2.7354 4.5154 -2.0460 0.1110
C 3.359 5.995 0.524 3.8153 -5.7476 3.0594 -0.1477
O 4.084 7.085 0.619 4.7980 -6.2225 0.6330 0.1916
H 0.411 4.913 -0.583 -3.3689 -0.1254 -1.4497 0.0587
H 0.267 2.373 -0.581 2.2402 1.3466 1.4381 0.1436
H 4.859 4.619 1.456 1.6827 0.2488 0.7584 0.0826
H 3.549 7.759 0.593 -4.8484 6.4493 -0.7287 0.0282
C -0.428 -0.917 -0.744 4.2153 -1.9882 1.5973 -0.0167
C -0.912 -0.489 0.579 2.8480 0.7758 4.7594 -0.4630
C -2.330 -0.109 0.750 -0.0530 2.4817 0.7787 -0.0108
O -0.192 -0.576 1.628 -1.8450 0.1083 -3.5221 0.0021
H -0.372 -0.206 -1.511 -0.0938 1.2041 -0.8992 0.0396
H -1.052 -1.699 -1.029 -1.2645 -1.4096 -0.9398 0.0441
H 0.668 -1.447 -0.607 -2.6731 1.5639 -0.3385 0.1560
H -2.733 -1.042 0.534 -1.8073 -1.6240 -0.4803 0.0539
H -2.652 0.641 -0.039 0.1526 -0.9153 1.0990 0.0941
H -2.588 0.169 1.844 0.5904 -0.2515 -2.0106 0.1097
C 0.684 -3.600 -5.440 -3.5046 -0.7702 -3.0838 -0.0485
C 1.091 -2.451 -4.622 2.4650 2.9403 1.5952 -0.4571
C 1.822 -1.228 -5.380 1.7586 -3.7218 0.3255 -0.0113
O 1.091 -2.422 -3.383 -0.7620 -0.4237 -2.5085 0.0258
H 1.453 -4.306 -5.261 0.7333 -1.0620 -0.2411 0.0742
H 0.381 -3.529 -6.633 1.7186 0.5671 2.9082 0.1498
H -0.291 -4.058 -5.149 0.8636 0.2796 0.7277 0.0806
H 1.065 -0.606 -5.606 -3.2566 1.6366 -2.6698 0.0054
H 2.562 -1.566 -6.240 -1.7945 1.0330 1.8402 0.1343
H 2.153 -0.483 -4.688 1.7733 -0.4096 1.1125 0.0490
C -0.969 0.459 4.731 -0.7700 1.4992 -0.6756 -0.0404
C -0.442 -0.614 5.606 -1.5951 -2.6760 -0.3009 -0.5019
C 0.508 -0.285 6.701 -0.2090 3.1724 -0.7427 -0.0158
O -0.872 -1.770 5.421 1.0825 1.9602 0.6051 0.0341
H -0.147 1.133 4.355 -0.9657 -0.3888 0.5307 0.1025
H -1.813 1.067 5.257 1.6925 -0.8753 -0.7293 0.1152
H -1.414 -0.051 3.862 0.1726 0.3774 0.2974 0.0519
H 0.022 0.526 7.369 1.1828 -0.2162 -1.6350 0.1205
H 1.526 -0.064 6.234 -1.2911 -0.0025 1.1558 0.1089
H 0.492 -1.004 7.418 0.7287 -2.8896 1.4845 0.0340
C -5.226 -1.763 -3.554 -1.7168 -2.4515 0.6370 -0.0380
C -3.818 -1.415 -3.123 -0.4952 -2.5496 -6.6361 -0.5641
C -2.634 -1.897 -4.052 1.5504 -0.9566 -0.6839 -0.0353
O -3.627 -0.807 -2.180 1.5382 3.5627 5.8334 0.1090
H -5.335 -2.976 -3.455 0.0883 2.9487 -0.2781 0.1403
H -5.443 -1.509 -4.597 0.3036 -0.1769 0.0755 0.0668
H -6.050 -1.257 -2.918 1.6741 -0.9103 -0.7673 0.1070
H -2.755 -2.982 -4.057 0.1394 -0.3837 0.4411 0.0558
H -1.527 -1.735 -3.652 -2.5730 0.0698 -0.5861 0.0910
H -2.633 -1.813 -5.210 -0.4612 0.8933 1.9135 0.1038
C 2.993 -0.131 3.517 -2.0019 -5.0242 -5.3844 -0.0031
C 3.442 -1.564 3.863 0.2924 -2.8856 1.6676 -0.4004
C 3.407 -2.687 2.792 0.3636 4.4750 -2.4664 -0.0124
O 3.891 -1.954 4.958 -0.9905 2.0963 -1.6032 0.0170
H 3.765 0.339 3.029 1.8414 1.2899 -1.0692 0.0327
H 2.657 0.368 4.267 -1.5283 3.1076 5.1928 -0.0182
H 2.049 -0.084 2.743 2.3927 -0.6301 1.5859 0.1372
H 4.104 -2.212 1.940 -1.7849 -1.5950 1.3151 0.1158
H 2.420 -2.970 2.451 -0.6655 1.1639 -0.7326 0.0581
H 3.676 -3.638 3.044 1.9947 -2.0585 1.5492 0.0327
C -2.897 2.882 -2.920 2.4483 -4.4757 -3.5013 0.0405
C -1.478 2.350 -2.572 -0.6381 0.9741 1.9891 -0.3341
C -0.762 1.827 -3.757 0.6656 -6.5186 7.7793 0.0300
O -1.078 2.368 -1.373 -0.9451 -0.1251 -3.1628 0.0234
H -2.937 3.575 -3.721 0.2452 0.5818 -0.8169 0.0868
H -3.226 3.247 -2.102 -2.5629 2.9233 5.5731 -0.0059
H -3.564 2.004 -3.157 0.7885 0.6934 0.0116 0.1163
H -1.336 0.913 -3.958 -0.2257 -0.0132 -0.2647 0.1057
H 0.190 1.406 -3.461 0.6567 0.5996 -0.4122 0.1013
H -0.868 2.392 -4.484 -0.3335 5.3536 -6.9546 0.0061
C -1.125 -4.938 0.454 -3.3344 0.7767 0.3142 -0.0269
C -0.893 -5.163 1.850 1.7122 0.5122 3.6191 -0.4227
C -0.728 -3.830 2.750 -3.5188 -0.6341 -5.4209 0.0190
O -0.719 -6.270 2.344 -0.5260 1.2318 -0.6483 0.0642
H -0.330 -4.759 -0.111 4.1290 0.6732 -1.9453 0.0518
H -1.720 -4.064 0.280 -0.5531 0.7839 0.2398 0.0778
H -1.631 -5.697 -0.033 -1.0239 -2.0084 -0.6710 0.0717
H -0.179 -3.040 2.259 0.0314 0.1822 -0.1446 0.0542
H -0.375 -4.095 3.604 2.9341 -1.6831 5.3263 -0.0053
H -1.739 -3.498 3.048 0.1746 0.2283 -0.6467 0.0959
C -4.200 3.665 1.257 3.7100 1.5643 2.7856 0.0105
C -3.625 3.170 2.635 0.1479 3.0451 -1.0682 -0.4820
C -4.444 2.399 3.552 -2.0008 -1.0171 -4.7445 -0.0041
O -2.576 3.647 2.998 0.5472 -0.4097 -0.0525 0.0705
H -3.312 4.027 0.704 -0.5889 0.2339 0.3589 0.0883
H -4.897 4.437 1.484 -0.6172 0.6174 -0.0952 0.0769
H -4.569 2.917 0.725 -2.2314 -3.2979 -2.3072 0.0092
H -5.451 2.713 3.595 -1.0521 0.9695 0.4774 0.0878
H -3.971 2.244 4.397 1.9985 -0.8146 4.3001 0.0288
H -4.599 1.495 2.969 0.1272 -0.9437 0.3239 0.0972
C 3.904 -0.493 -0.786 -0.8933 0.9796 2.0091 -0.0346
C 4.526 -1.717 -1.269 -0.2495 -4.2478 -0.1878 -0.4798
C 4.977 -1.679 -2.697 -0.2053 -2.6566 0.8545 -0.0206
O 4.536 -2.819 -0.653 0.1320 3.4602 -1.3027 0.0322
H 3.076 -0.119 -1.454 1.0410 -0.3765 0.4092 0.0971
H 4.733 0.297 -0.711 -1.4501 -0.8578 0.2519 0.1248
H 3.406 -0.817 0.195 0.8596 1.2331 -1.0330 0.0970
H 5.623 -2.510 -2.941 -0.5779 -0.9815 -0.0410 0.0907
H 5.626 -0.957 -2.934 2.1923 3.7218 -0.4075 0.0346
H 4.156 -1.559 -3.359 -0.9361 -0.2422 -0.5609 0.0626
```
Forces are in eV/Å.

The calculation puts the HOMO energy at -0.311 hartree. The net charge is 0. The relative energy (zero: lowest compared OMol25 entry of this formula, charge and spin) is 0.0 kcal/mol. For the strongest force on any atom, the calculation gives 10.171 eV Å⁻¹. The calculation puts the HOMO-LUMO gap at 6.6430 eV.